Version i
{
  "formula": "C42H35F7",
  "method": "wB97M-V/def2-TZVPD",
  "symbols": ["F", "F", "F", "F", "F", "F", "F", "C", "C", "C", "C", "C", "C", "C", "C", "C", "C", "C", "C", "C", "C", "C", "C", "C", "C", "C", "C", "C", "C", "C", "C", "C", "C", "C", "C", "C", "C", "C", "C", "C", "C", "C", "C", "C", "C", "C", "C", "C", "C", "H", "H", "H", "H", "H", "H", "H", "H", "H", "H", "H", "H", "H", "H", "H", "H", "H", "H", "H", "H", "H", "H", "H", "H", "H", "H", "H", "H", "H", "H", "H", "H", "H", "H", "H"],
  "coordinates": [[-6.4395, 3.4559, 0.8297], [2.5876, -4.2603, 0.4891], [-3.4972, -2.9774, -0.7521], [-9.4028, 0.2094, 0.3865], [3.0242, 0.2653, -2.7665], [-2.2673, 0.3967, 2.5429], [3.5965, 7.0183, -0.4914], [-5.6651, 3.9576, 1.7695], [5.8060, -0.4101, -4.8921], [4.9259, 3.2688, -1.3317], [-4.0205, 4.9830, 3.7963], [5.5511, -2.4198, -0.5355], [-6.0871, -1.2741, 0.3103], [4.6775, -2.4443, -4.3496], [-0.6657, -4.3375, 1.0814], [-1.2566, 0.5573, 1.6306], [-1.4417, -3.6987, 0.0110], [4.9329, 0.2622, -4.0951], [5.9524, -4.8114, -0.6249], [3.9216, -0.4132, -3.4610], [-1.4029, -4.9727, 2.0564], [3.0024, 4.7323, -0.9530], [-0.4894, -0.5295, 1.4417], [-3.5314, -4.2770, 1.1801], [-7.4484, -1.0085, 0.0410], [3.8201, -3.9775, 0.0341], [3.9909, 5.7617, -0.7296], [0.4333, -0.6095, 0.4073], [3.5094, 3.5060, -1.3419], [-6.2383, 0.2523, 2.1715], [-0.3354, 1.6986, -0.1593], [4.6536, -5.0457, -0.2221], [-3.6975, 3.7630, 3.1649], [6.3806, -3.4957, -0.7844], [-8.1441, -0.0876, 0.8086], [-6.0649, 5.0597, 2.4918], [0.5049, 0.5602, -0.3486], [-1.1875, 1.7107, 0.8714], [5.8353, 4.3223, -1.1749], [5.3550, 5.6323, -0.8067], [5.7339, -1.7949, -4.9515], [-5.2128, 5.6357, 3.4735], [-5.5318, -0.6929, 1.4262], [-7.5422, 0.5787, 1.8687], [4.2511, -2.6454, -0.0643], [-2.8384, -3.6885, 0.1386], [-2.8148, -4.9681, 2.1217], [3.7894, -1.7925, -3.6082], [-4.4915, 3.2792, 2.1657], [5.8658, -1.3940, -0.6585], [5.2499, 2.2456, -1.4525], [-4.1905, 2.4006, 1.6144], [6.3656, -2.3731, -5.6095], [3.6338, -1.9146, 0.4368], [-4.5157, -1.0105, 1.6084], [-4.5943, -4.2513, 0.9906], [1.1476, 0.5775, -1.2163], [-5.4357, 6.5883, 3.9311], [2.7879, 2.7075, -1.4327], [-3.3191, -5.6049, 2.8333], [1.9502, 4.9755, -0.9465], [-0.4220, 2.5032, -0.8745], [-5.8498, 0.7683, 3.0371], [5.0703, 1.3249, -3.9607], [-1.9122, 2.4996, 1.0083], [6.6835, -5.5893, -0.7890], [-7.9490, -1.4107, -0.8274], [6.1707, 6.3374, -0.7444], [-0.9037, -5.5519, 2.8190], [-2.8048, 3.1728, 3.3104], [-0.8201, -3.2879, -0.7708], [6.8816, 4.1068, -1.3341], [4.5348, -3.5148, -4.3495], [7.4112, -3.3297, -1.0615], [-0.6193, -1.3218, 2.1641], [-7.0932, 5.3864, 2.4434], [-8.1053, 1.1536, 2.5890], [0.4067, -4.2641, 0.9769], [6.5323, 0.1411, -5.4708], [1.0714, -1.4713, 0.2786], [3.0437, -2.3042, -3.0179], [-3.4367, 5.3813, 4.6130], [4.1630, -5.9937, -0.0577], [-5.5191, -1.9165, -0.3463]],
  "total_charge": 0,
  "multiplicity": 1,
  "smiles": "Fc1ccccc1.Fc1ccccc1.Fc1ccccc1.Fc1ccccc1.Fc1ccccc1.Fc1ccccc1.Fc1ccccc1"
}

=====

Version ii
{
  "formula": "C42H35F7",
  "method": "wB97M-V/def2-TZVPD",
  "symbols": ["F", "F", "F", "F", "F", "F", "F", "C", "C", "C", "C", "C", "C", "C", "C", "C", "C", "C", "C", "C", "C", "C", "C", "C", "C", "C", "C", "C", "C", "C", "C", "C", "C", "C", "C", "C", "C", "C", "C", "C", "C", "C", "C", "C", "C", "C", "C", "C", "C", "H", "H", "H", "H", "H", "H", "H", "H", "H", "H", "H", "H", "H", "H", "H", "H", "H", "H", "H", "H", "H", "H", "H", "H", "H", "H", "H", "H", "H", "H", "H", "H", "H", "H", "H"],
  "coordinates": [[0.0468, -2.2141, -3.2948], [-1.5237, 0.6571, -2.8087], [-0.2770, 5.2206, -0.7785], [-1.6949, -5.2047, 1.1260], [3.1637, -3.0799, -1.2909], [-1.0688, -1.6780, 4.2861], [1.6097, -0.9462, 2.6298], [1.1376, -3.8338, -0.4843], [0.2563, -4.5625, -3.0446], [-0.0966, -4.4498, -0.6085], [-0.5874, -0.4602, 4.6930], [-3.4574, 1.8066, -2.6405], [0.5591, -1.4146, -5.5540], [0.5619, -0.0388, 4.0544], [1.3416, 3.7563, 2.1185], [-1.3572, 3.0385, -2.2871], [2.5901, 4.4252, 2.1406], [1.9583, -3.5878, -1.5834], [-0.5209, -4.8347, -1.8606], [-0.0842, 0.2578, -1.0543], [0.7439, -3.4803, 3.9452], [0.7618, 0.8397, 1.1787], [0.2830, 2.0692, 5.3298], [0.4718, 4.0328, 1.0854], [-0.1035, 1.1421, -4.7396], [-4.1516, 3.0604, -2.5691], [1.0527, 1.2070, 4.4553], [1.8612, 5.7040, 0.2428], [-3.4047, 4.2563, -2.6159], [0.2143, -1.0367, -0.7963], [0.5910, -0.3899, -6.4473], [0.7154, 4.9850, 0.1197], [-0.8174, -5.1618, 3.3415], [-0.1845, 0.0316, -3.8574], [-2.0947, 1.8328, -2.6374], [0.3163, 0.9238, -6.0461], [1.5421, -3.9327, -2.8613], [-0.9233, 1.6380, 5.9554], [2.8541, 5.3935, 1.1917], [-2.0474, 4.2366, -2.2796], [0.7674, -1.4153, 0.4497], [0.0796, -1.2124, -4.2679], [-0.2445, -3.4887, 1.6882], [0.6277, -2.9134, 2.6535], [-0.8909, -4.5812, 2.0592], [0.0470, -4.5897, 4.3181], [-1.3643, 0.3120, 5.6393], [1.0349, -0.4875, 1.4150], [0.1139, 1.2000, -0.0309], [-1.5036, -5.9551, 3.5989], [0.2082, -4.9809, 5.3118], [-0.5384, 0.8002, -1.8704], [1.0585, 3.0881, 2.9183], [-0.4582, 0.1949, -2.8255], [-0.1094, -1.8434, -1.4372], [0.9243, -0.6543, 3.2444], [1.9995, 1.5090, 4.0323], [1.5545, -3.6146, 0.4876], [-0.2916, -3.1227, 0.6732], [-0.1313, -4.8911, -3.9976], [-0.7108, -4.7335, 0.2333], [1.2930, -2.9494, 4.7088], [2.1820, -3.6389, -3.6802], [-0.4714, 3.5139, 0.9987], [-0.0787, 2.2602, -0.1042], [3.2374, 4.1564, 2.9623], [0.5798, 3.1054, 5.3979], [3.7867, 5.9382, 1.2013], [-2.2361, -0.0669, 6.1519], [0.8893, 1.4820, 2.0375], [2.0933, 6.5201, -0.4255], [-0.2305, 2.1402, -4.3470], [1.1011, -0.4673, -7.3961], [-1.5095, -5.2311, -2.0392], [-1.4237, 5.0740, -2.0036], [-3.9670, 5.1781, -2.5928], [1.2711, -2.0951, 2.3658], [-5.2064, 3.0606, -2.8012], [0.4513, 1.7870, -6.6810], [-0.2777, 3.0694, -2.2988], [0.6849, -2.4490, -5.8380], [0.9757, -2.4521, 0.6688], [-1.5119, 2.2950, 6.5785], [-4.0431, 0.9405, -2.9109]],
  "total_charge": 0,
  "multiplicity": 1
}

=====

Which one sits at the top of the stability order? version i does.

=====

Version i
{
  "formula": "C2H2S3",
  "method": "wB97M-V/def2-TZVPD",
  "symbols": ["S", "S", "S", "C", "C", "H", "H"],
  "coordinates": [[-1.3008, -1.8600, -1.3477], [0.7650, 2.5012, -0.0921], [0.3743, -2.7867, 1.0683], [0.0668, 1.0251, 0.3443], [-0.4283, -2.3071, -0.1399], [-0.3183, 2.9020, -0.6808], [0.8413, 0.5256, 0.8480]],
  "total_charge": 0,
  "multiplicity": 1
}

=====

Version ii
{
  "formula": "C2H2S3",
  "method": "wB97M-V/def2-TZVPD",
  "symbols": ["S", "S", "S", "C", "C", "H", "H"],
  "coordinates": [[-0.0612, -1.4825, 0.1788], [-1.4003, 2.3317, -2.7431], [1.1867, 3.4403, -1.4615], [-0.1711, 2.9077, -2.0277], [0.0618, -2.2292, 1.6289], [1.0400, -2.6851, 1.9125], [-0.6559, -2.2829, 2.5122]],
  "total_charge": 0,
  "multiplicity": 1
}

=====

Which one sits at the top of the stability order? version ii does.

=====

Version i
{
  "formula": "C6H8O2",
  "method": "wB97M-V/def2-TZVPD",
  "symbols": ["O", "O", "C", "C", "C", "C", "C", "C", "H", "H", "H", "H", "H", "H", "H", "H"],
  "coordinates": [[-1.1136, -1.3336, -0.0007], [-0.7142, 1.4022, -0.0172], [1.4259, -0.0568, 0.3914], [-2.0563, -0.5663, -0.3723], [-0.0173, -0.7065, 0.7188], [1.9166, 0.0702, -1.0037], [0.1701, 0.6463, 1.0544], [-1.9800, 0.8035, -0.3365], [2.4421, -0.8607, -1.2408], [-2.9219, 1.5669, -0.2292], [2.6106, 0.7103, -1.2848], [0.2698, 1.2876, 1.9386], [0.9765, 0.0289, -1.6575], [-3.1505, -1.0213, -0.7768], [2.2495, -0.7272, 1.1072], [-0.1073, -1.2435, 1.7092]],
  "total_charge": 0,
  "multiplicity": 1,
  "smiles": "C[C@H]1[C@H]2OC=CO[C@@H]12"
}

=====

Version ii
{
  "formula": "C6H8O2",
  "method": "wB97M-V/def2-TZVPD",
  "symbols": ["O", "O", "C", "C", "C", "C", "C", "C", "H", "H", "H", "H", "H", "H", "H", "H"],
  "coordinates": [[-0.0930, -1.8867, 2.4179], [-0.4222, 0.4804, 1.7829], [-0.2294, -1.0910, 1.5551], [-0.1292, 0.5289, -0.1435], [0.0929, -0.9288, 0.1477], [0.3801, -1.9780, -0.6413], [-1.3003, 0.8711, -0.8315], [1.1099, 1.3657, -0.3364], [0.9419, 2.3633, 0.0752], [-2.1670, 0.2180, -0.7600], [0.6717, -1.8223, -1.6735], [-1.2554, 1.5470, -1.6786], [1.9843, 0.9383, 0.1593], [0.3523, -2.9919, -0.2581], [-1.2779, 0.9158, 1.5851], [1.3413, 1.4700, -1.4003]],
  "total_charge": 0,
  "multiplicity": 1,
  "smiles": "C=C(C)C(=C)C(=O)O"
}

=====

Version iii
{
  "formula": "C6H8O2",
  "method": "wB97M-V/def2-TZVPD",
  "symbols": ["O", "O", "C", "C", "C", "C", "C", "C", "H", "H", "H", "H", "H", "H", "H", "H"],
  "coordinates": [[1.7903, -1.0392, 0.0074], [-1.2073, 0.7718, -0.8771], [-1.1002, 0.5687, 0.6414], [1.1769, 1.3279, -0.2140], [0.7137, -0.2388, -0.3557], [0.5445, 0.6351, 0.9331], [-1.5484, -0.8621, 0.4587], [-0.7188, -0.6051, -0.8676], [2.3463, 1.1929, -0.1278], [-0.8036, -0.9448, -2.0305], [-0.9683, -1.7149, 1.0759], [-1.6120, 1.1731, 1.2180], [0.7508, 2.0445, -0.9664], [0.9945, -0.0513, 1.7187], [-2.5616, -1.0883, 0.3705], [2.2032, -1.1695, -0.9848]],
  "total_charge": 0,
  "multiplicity": 1
}

=====

Which one sits at the top of the stability order? version ii does.

=====

Version i
{
  "formula": "C6H8O2",
  "method": "wB97M-V/def2-TZVPD",
  "symbols": ["O", "O", "C", "C", "C", "C", "C", "C", "H", "H", "H", "H", "H", "H", "H", "H"],
  "coordinates": [[0.8768, 1.7221, 0.6830], [4.3674, -0.6948, -0.3052], [-0.7405, -1.4826, 0.5969], [-0.7243, -0.4120, -0.1387], [-1.6255, 0.3676, -0.9760], [1.0530, 0.5034, 0.1585], [2.0322, -0.3409, -0.1888], [3.4381, 0.0449, 0.0315], [-1.6777, -2.0435, 0.6938], [-2.4444, -0.2352, -1.3545], [3.7011, 0.9752, 0.5493], [-2.0543, 0.9993, -0.1668], [1.9152, -1.2486, -0.6994], [-1.0466, 0.9018, -1.7402], [1.5667, 2.3989, 0.6196], [0.1466, -1.8099, 1.0879]],
  "total_charge": 0,
  "multiplicity": 1
}

=====

Version ii
{
  "formula": "C6H8O2",
  "method": "wB97M-V/def2-TZVPD",
  "symbols": ["O", "O", "C", "C", "C", "C", "C", "C", "H", "H", "H", "H", "H", "H", "H", "H"],
  "coordinates": [[-1.6252, -0.7427, 1.9198], [1.6124, 0.2418, -1.1047], [1.1771, -2.2697, 0.5507], [-0.6709, -0.6695, 1.2537], [-0.3137, 1.4024, 0.0528], [0.8244, 0.1633, -0.2121], [0.4813, -0.9372, 0.6352], [-1.1174, 1.6734, -1.2137], [-0.4645, 1.6839, -2.0854], [-1.8799, 0.9085, -1.3577], [1.4599, -2.4496, -0.4874], [0.5487, -3.0870, 0.9019], [0.4234, 2.1970, 0.2008], [2.0774, -2.2683, 1.1647], [-0.9324, 1.5047, 0.9447], [-1.6006, 2.6490, -1.1632]],
  "total_charge": 0,
  "multiplicity": 1,
  "smiles": "CCC(=O)C(C)=C=O"
}

=====

Version iii
{
  "formula": "C6H8O2",
  "method": "wB97M-V/def2-TZVPD",
  "symbols": ["O", "O", "C", "C", "C", "C", "C", "C", "H", "H", "H", "H", "H", "H", "H", "H"],
  "coordinates": [[-0.4400, 1.3432, -0.8827], [0.8696, 1.1834, -2.7360], [0.3832, 0.7489, -1.7511], [1.5368, -1.5329, -0.6098], [0.7343, -0.4943, -0.6950], [-1.7742, -0.3921, 0.2945], [0.2465, 1.0367, 1.4059], [-0.3288, 0.3404, 0.1502], [1.3298, 1.2098, 1.1507], [1.4080, -1.9969, 0.2748], [-1.3893, -1.4655, 0.5621], [0.0476, 0.4914, 2.2780], [2.3101, -1.8656, -1.2670], [-2.2538, -0.6005, -0.6807], [-0.2206, 2.0106, 1.4677], [-2.4593, -0.0165, 1.0384]],
  "total_charge": 0,
  "multiplicity": 1,
  "smiles": "C=C1C(=O)OC1(C)C"
}

=====

Version iv
{
  "formula": "C6H8O2",
  "method": "wB97M-V/def2-TZVPD",
  "symbols": ["O", "O", "C", "C", "C", "C", "C", "C", "H", "H", "H", "H", "H", "H", "H", "H"],
  "coordinates": [[1.4181, 1.5661, -1.1142], [-1.1716, -0.5539, 1.8864], [-0.8771, -1.1420, 0.5982], [-0.4541, -0.3053, -1.4614], [0.0673, -0.2753, -0.2702], [-2.4982, -0.8753, 0.8634], [1.1652, 0.7749, 0.1121], [2.4704, 0.7815, -0.5719], [-1.5471, -0.3971, -1.9169], [-3.1244, -0.0296, 0.6343], [-0.6006, -2.4089, 0.3710], [0.0314, 0.2428, -2.3562], [2.5757, -0.1867, -1.1139], [1.1298, 1.3229, 1.0823], [3.3685, 1.2963, 0.0403], [-3.0456, -1.6890, 1.4604]],
  "total_charge": 0,
  "multiplicity": 1,
  "smiles": "C=C([C@@H]1CO1)[C@H]1CO1"
}

=====

Which one sits at the top of the stability order? version ii does.